# 1
ORCA calculation (the ωB97M-V functional and the def2-TZVPD basis) on a 2-piece molecular cluster, C4H13NOS overall in a non-equilibrium geometry.

```
20
Properties=species:S:1:pos:R:3:forces:R:3:lowdin_spin:R:1
C 0.4911 -0.6892 -0.9849 -0.4 0.5 0.1 0.04
C 0.1258 0.3267 0.1011 0.3 1.1 -1.2 0.11
C -1.3469 0.6176 0.2771 -0.5 -0.2 1.1 0.10
S -2.1934 1.0878 -1.2639 0.0 -0.1 0.0 0.08
C -0.1728 -2.0420 -0.8396 0.5 -0.3 0.1 0.03
N 0.2869 -2.7006 0.3931 -0.3 0.0 0.4 0.03
H 0.2064 -0.2399 -1.9456 0.0 -0.3 0.1 0.00
H 1.5737 -0.7703 -0.9835 0.3 -0.3 0.0 0.02
H 0.6699 0.1834 1.0337 -0.3 -0.3 0.4 0.07
H 0.5618 1.2762 -0.2522 0.1 -0.1 0.1 0.04
H -1.9054 -0.1981 0.7291 0.1 -0.6 -0.3 0.02
H -1.5079 1.3883 1.0350 0.3 0.4 -0.2 0.04
H -3.4065 0.6457 -0.8723 0.0 0.1 -0.1 0.02
H -1.2574 -1.9201 -0.8964 -0.1 0.0 0.0 0.00
H 0.1547 -2.6692 -1.6732 -0.2 0.0 -0.1 0.00
H 0.3023 -2.0125 1.1416 0.1 0.0 0.0 0.04
H -0.3658 -3.4120 0.7270 0.1 0.2 -0.3 0.01
H 4.5626 2.0911 2.1564 0.1 0.1 0.1 0.06
H 3.4227 1.6490 2.9972 0.0 0.1 0.3 0.08
O 4.2551 2.1536 3.0726 -0.2 -0.3 -0.3 0.20
```
Positions in Å, forces in eV/Å.

Its spin multiplicity is 2. As for the total charge: -1. As for the HOMO-LUMO gap (spin up / spin down): 0.0788 / 0.3317 hartree. As for the relative energy (zero: lowest compared OMol25 entry of this formula, charge and spin): 7.3 kcal/mol. The molecular weight comes out at 123.22 g/mol. Its HOMO energy (spin up / spin down) is 0.91 / -5.93 eV.

=====

# 2
ORCA calculation (the ωB97M-V functional and the def2-TZVPD basis) on a 2-piece molecular cluster, C4H13NOS2 overall in a non-equilibrium geometry.

```
21
Properties=species:S:1:pos:R:3:forces:R:3:nbo_charge:R:1
S -2.4701 1.4107 1.9001 -0.1 -0.1 -0.1 -0.14
S -1.8217 0.2021 0.3694 0.2 -0.3 0.1 0.09
C -0.0068 0.4395 0.4527 -0.1 -0.1 -0.2 -0.54
C 0.5363 -0.0198 -0.9041 -0.2 0.2 -1.1 -0.26
N 1.8026 -0.8161 -1.0139 -1.4 0.4 1.1 -0.63
C 2.5732 -0.8315 0.2185 2.4 0.0 -0.4 -0.23
C 3.3481 0.4704 0.4903 -0.4 0.3 -0.1 -0.63
H -3.1089 2.2434 1.0738 0.0 0.3 0.1 0.13
H 0.3664 -0.1649 1.2725 0.0 0.1 0.1 0.22
H 0.1441 1.5011 0.6405 0.3 -0.1 0.1 0.22
H 0.6338 0.8522 -1.5579 0.0 0.2 0.2 0.19
H -0.2628 -0.5763 -1.3984 0.1 -0.4 0.1 0.22
H 2.3537 -0.3532 -1.7237 0.2 0.0 0.1 0.36
H 2.1139 -1.1298 1.1512 -1.0 -0.2 -0.3 0.20
H 3.3376 -1.6036 0.0737 0.0 -0.1 0.1 0.19
H 4.1459 0.6253 -0.2460 0.0 -0.1 0.2 0.20
H 3.7654 0.4690 1.4999 0.1 0.0 -0.1 0.21
H 2.6862 1.3433 0.4062 0.1 -0.1 0.1 0.20
H 0.1578 -3.3021 -3.3083 0.3 0.0 0.1 0.47
H 1.0037 -2.0333 -2.9538 0.1 -0.4 0.3 0.48
O 0.1239 -2.3535 -3.1754 -0.4 0.3 -0.2 -0.95
```
Positions in Å, forces in eV/Å.

As for the HOMO-LUMO gap: 0.3460 hartree. As for the relative energy (zero: lowest compared OMol25 entry of this formula, charge and spin): 27.5 kcal/mol. The molecular weight comes out at 155.29 g/mol. Its HOMO energy is -8.73 eV. The structure (SMILES) is CCNCCSS.O.

=====

# 3
ORCA calculation (the ωB97M-V functional and the def2-TZVPD basis) on a 2-piece molecular cluster, C4H13NP overall in a non-equilibrium geometry.

```
19
Properties=species:S:1:pos:R:3:forces:R:3:nbo_charge:R:1
C 2.6308 0.8974 -0.4014 -0.8 1.2 0.2 -0.62
C -3.0298 -0.1560 -0.5903 1.8 -0.7 -1.9 -0.42
C 1.8782 0.3530 0.8776 0.4 0.5 -3.1 -0.55
C 0.6894 -0.4713 0.7609 1.9 -0.2 -2.6 -0.03
N -2.0226 0.3207 0.3252 -0.6 0.4 2.7 -0.90
P 0.1073 -1.2877 -0.6957 -1.8 1.8 2.5 0.54
H 2.6600 0.1772 -1.2191 0.8 -0.3 0.3 0.22
H 3.5733 1.2750 0.0349 0.0 -0.7 -0.9 0.25
H 2.2111 1.8230 -0.9302 -0.1 -1.2 1.3 0.24
H -4.0425 0.2161 -0.5029 -0.2 -0.2 0.6 0.22
H -2.6837 0.2318 -1.5678 -0.5 -0.6 0.0 0.20
H -2.9001 -1.2686 -0.5889 -1.1 0.7 -0.3 0.18
H 1.5797 1.1918 1.4277 -0.1 1.2 1.5 0.26
H 2.6042 -0.2379 1.4185 0.3 -0.3 0.7 0.31
H 0.1572 -0.3884 1.6575 -1.6 -0.6 0.9 0.23
H -2.4862 0.4433 1.2830 1.7 0.6 -1.9 0.40
H -1.3353 0.9871 -0.0657 -1.5 0.1 1.0 0.38
H -0.6275 -2.1215 0.1188 -0.6 -0.9 -0.4 0.06
H 1.0365 -1.9849 -1.3422 1.9 -0.9 -0.5 0.04
```
Positions in Å, forces in eV/Å.

As for the total charge: +1. As for the HOMO-LUMO gap: 0.2447 hartree. As for the relative energy (zero: lowest compared OMol25 entry of this formula, charge and spin): 103.9 kcal/mol. The molecular weight comes out at 106.13 g/mol. Its HOMO energy is -13.00 eV.

=====

# 4
ORCA calculation (the ωB97M-V functional and the def2-TZVPD basis) on a 2-piece molecular cluster, C4H13NSi overall in a non-equilibrium geometry.

```
19
Properties=species:S:1:pos:R:3:forces:R:3:nbo_charge:R:1
C -1.3477 -0.2020 -1.4029 1.5 -1.3 0.9 -0.70
C -0.4505 1.9615 -2.4441 0.9 -1.7 -0.6 -0.68
C 1.0299 -2.3693 2.2886 -0.1 1.4 0.8 -1.11
C -0.9403 1.1566 -1.2906 0.1 2.9 1.6 -0.09
N 0.6220 0.4333 2.0428 0.7 2.6 -0.7 -1.31
Si 1.1881 -0.8304 1.1194 -1.0 -3.3 0.3 1.16
H -1.3558 -0.3902 -2.4494 0.5 -1.0 -0.9 0.21
H -0.6143 -0.8775 -0.7698 -1.3 0.6 -1.2 0.20
H -2.3534 -0.3711 -1.1365 -1.3 -0.4 1.0 0.22
H -0.7904 2.8871 -2.1205 -0.4 2.4 -0.6 0.22
H -0.7507 1.6574 -3.4927 -0.2 0.3 1.3 0.21
H 0.6559 1.9962 -2.4921 -0.2 0.1 0.1 0.21
H -0.0266 -2.6880 2.3122 0.7 -0.5 -0.4 0.24
H 1.8027 -3.0940 2.1021 -0.3 -0.8 -0.6 0.24
H 1.2395 -2.1153 3.3519 -0.1 0.4 -0.5 0.23
H -1.0691 1.8176 -0.3287 0.2 -1.7 -1.7 0.16
H 0.8255 1.3126 1.4986 -1.1 -0.8 1.6 0.40
H -0.1501 0.3824 2.6963 0.2 0.5 -0.4 0.42
H 2.4851 -0.6668 0.5155 1.0 0.4 0.0 -0.21
```
Positions in Å, forces in eV/Å.

As for the HOMO-LUMO gap (spin up / spin down): 0.2747 / 0.2651 hartree. As for the relative energy (zero: lowest compared OMol25 entry of this formula, charge and spin): 100.6 kcal/mol. The molecular weight comes out at 103.24 g/mol. Its HOMO energy (spin up / spin down) is -7.14 / -6.32 eV.

=====

# 5
ORCA calculation (the ωB97M-V functional and the def2-TZVPD basis) on a 3-piece molecular cluster, C4H13O4 overall in a non-equilibrium geometry.

```
21
Properties=species:S:1:pos:R:3:forces:R:3:nbo_charge:R:1
C 1.3217 0.6553 0.3147 1.0 0.3 0.1 -0.42
C -0.1994 0.5947 0.2441 0.9 -0.6 -0.3 -0.45
C -0.6585 0.3350 -1.1629 -1.1 0.9 -0.9 -0.07
O -2.1281 0.3540 -1.2510 0.8 -0.6 0.0 -0.77
C 2.0262 -0.4698 -0.4622 -0.3 -0.1 -0.7 -0.03
O 1.5358 -1.7146 -0.1821 0.0 0.2 -0.2 -0.90
H 1.7659 1.6082 0.0025 -0.4 0.2 -0.5 0.17
H 1.6722 0.6034 1.3386 -0.3 -0.3 0.6 0.20
H -0.6448 1.5115 0.6261 -0.2 -0.1 0.2 0.19
H -0.4569 -0.2936 0.8234 -0.4 0.2 0.3 0.23
H -0.2968 -0.5946 -1.5805 0.2 -0.4 0.3 0.20
H -0.3760 1.1069 -1.8879 0.3 0.2 0.3 0.15
H -2.3774 -0.5675 -1.1173 -0.3 0.2 0.0 0.47
H 1.9244 -0.2273 -1.5519 -0.2 -0.1 0.1 0.10
H 3.1249 -0.3518 -0.3361 0.0 -0.1 0.4 0.11
H -3.4910 1.4811 -0.4704 -0.3 -0.2 -0.1 0.50
H -3.9370 0.7457 0.7264 -0.2 0.0 0.1 0.46
O -4.2903 1.3624 0.0745 0.3 0.1 0.1 -0.97
H 2.3744 -1.8381 2.5150 -0.2 -0.1 0.0 0.42
H 1.5293 -2.0027 1.1242 0.2 -0.3 0.5 0.49
O 1.5813 -2.2982 2.2129 0.1 0.4 -0.4 -1.09
```
Positions in Å, forces in eV/Å.

As for the total charge: -1. As for the HOMO-LUMO gap: 0.2692 hartree. As for the relative energy (zero: lowest compared OMol25 entry of this formula, charge and spin): 25.5 kcal/mol. The molecular weight comes out at 125.14 g/mol. Its HOMO energy is -3.88 eV.

=====

# 6
ORCA calculation (the ωB97M-V functional and the def2-TZVPD basis) on C4H13O4 as an isolated structure in a non-equilibrium geometry.

```
21
Properties=species:S:1:pos:R:3:forces:R:3:nbo_charge:R:1
C 1.4595 -0.3829 -1.3343 0.4 -0.6 0.5 -0.06
O 0.6356 -0.0017 -2.4153 -1.1 0.1 -0.1 -0.77
C 1.7012 0.7505 -0.2769 -1.3 -0.4 -1.2 -0.45
C 1.0907 0.4122 1.0883 -0.8 0.7 0.3 -0.44
C -0.3858 0.9253 1.4462 0.6 -2.1 1.7 -0.03
O -1.3686 -0.0073 1.1355 -0.1 0.1 -0.6 -0.89
H 1.0145 -1.2546 -0.8391 -0.1 0.2 0.2 0.18
H 2.4142 -0.8014 -1.7444 -0.5 0.7 0.0 0.14
H -0.3290 -0.0353 -2.1504 1.2 0.1 0.1 0.51
H 1.2028 1.6263 -0.7347 0.0 -0.2 0.4 0.21
H 2.7417 1.0565 -0.2477 0.4 -0.3 0.3 0.19
H 0.9444 -0.6512 1.2676 0.3 -0.3 -0.5 0.21
H 1.8057 0.6924 1.8576 -0.1 0.5 0.4 0.18
H -0.6480 1.9162 1.0769 0.3 0.4 0.0 0.14
H -0.4041 0.8209 2.5777 0.4 1.3 -0.7 0.13
H -1.1268 -1.6883 0.9733 0.2 -0.5 -0.1 0.50
H -2.0620 -2.1772 0.0233 0.0 -0.5 -0.4 0.47
O -1.3292 -2.5642 0.5264 -0.2 0.8 0.2 -1.02
H -2.9631 0.9536 -1.2853 0.1 0.0 0.4 0.44
H -1.9869 0.1918 0.0694 0.2 0.3 -0.2 0.50
O -2.4068 0.2184 -1.0144 0.1 -0.3 -0.5 -1.15
```
Positions in Å, forces in eV/Å.

As for the total charge: -1. As for the HOMO-LUMO gap: 0.3103 hartree. As for the relative energy (zero: lowest compared OMol25 entry of this formula, charge and spin): 26.0 kcal/mol. The molecular weight comes out at 125.14 g/mol. Its HOMO energy is -4.46 eV.